(1)
This record from OMol25 describes a cluster of 7 separate species, C28H35F21O14 in total in a non-equilibrium geometry. The level of theory is ωB97M-V with the def2-TZVPD basis set.

E_LUMO ... -0.0257 Ha
SMILES ... CCOC(=O)C(F)(F)F.CCOC(=O)C(F)(F)F.CCOC(=O)C(F)(F)F.CCOC(=O)C(F)(F)F.CCOC(=O)C(F)(F)F.CCOC(=O)C(F)(F)F.CCOC(=O)C(F)(F)F
Kohn-Sham gap ... 10.28 eV
Energy ... -115325.9019 eV
ΔE to the lowest compared entry with this formula, charge and spin ... 297.11 kcal per mole

```
! wB97M-V def2-TZVPD RIJCOSX def2/J DEFGRID3
* xyz 0 1
C -7.32 -2.12 -2.39
C -6.14 -1.23 -2.54
O -5.83 -0.68 -1.27
C -4.74 0.21 -1.11
O -3.95 0.37 -2.05
C -4.68 0.73 0.22
F -5.42 1.84 0.19
F -5.23 -0.10 1.21
F -3.35 1.16 0.51
H -7.73 -2.45 -3.49
H -8.13 -1.75 -2.04
H -7.09 -2.99 -1.88
H -6.43 -0.56 -3.28
H -5.34 -1.95 -2.84
C 3.18 -2.58 -0.60
C 2.73 -3.58 0.58
O 3.42 -3.22 1.71
C 3.29 -4.01 2.87
O 2.59 -4.94 2.99
C 3.89 -3.23 4.07
F 5.30 -3.12 3.75
F 3.24 -2.06 4.14
F 3.67 -3.92 5.20
H 4.26 -2.92 -0.85
H 3.18 -1.48 -0.50
H 2.80 -3.01 -1.78
H 2.90 -4.63 0.38
H 1.62 -3.40 0.85
C 3.64 4.24 5.14
C 3.17 2.99 4.25
O 2.31 2.09 5.04
C 3.00 0.97 5.76
O 4.06 0.65 5.76
C 1.89 0.16 6.62
F 1.20 -0.37 5.49
F 2.61 -0.76 7.37
F 1.15 0.95 7.30
H 4.29 3.95 5.78
H 2.82 4.59 5.58
H 4.02 4.81 4.29
H 4.08 2.41 3.98
H 2.81 3.25 3.35
C 2.77 1.71 0.87
C 1.66 0.84 1.50
O 0.56 0.50 0.60
C -0.01 -0.68 0.72
O 0.16 -1.44 1.72
C -1.01 -1.14 -0.26
F -1.29 -0.19 -1.26
F -0.50 -2.24 -0.85
F -2.17 -1.51 0.37
H 2.45 2.67 0.13
H 3.22 1.11 0.22
H 3.70 1.90 1.42
H 1.09 1.50 2.29
H 2.07 0.05 2.05
C -0.67 -0.03 -8.60
C -1.47 -1.18 -7.88
O -1.83 -1.00 -6.59
C -1.93 -2.24 -5.84
O -1.44 -3.37 -6.17
C -2.63 -2.11 -4.55
F -3.72 -3.08 -4.46
F -1.71 -2.46 -3.43
F -3.24 -0.90 -4.30
H 0.17 0.05 -8.07
H -1.38 0.82 -8.45
H -0.68 -0.52 -9.62
H -0.82 -1.98 -7.99
H -2.32 -1.44 -8.49
C -2.91 -0.07 5.99
C -2.04 0.75 5.00
O -1.67 1.92 5.75
C -0.86 2.89 5.16
O -0.36 2.79 4.07
C -0.62 4.03 6.14
F -0.09 5.00 5.50
F -1.90 4.30 6.62
F 0.13 3.60 7.15
H -2.33 -0.13 7.12
H -2.98 -1.07 5.54
H -3.90 0.42 6.10
H -2.84 1.04 4.22
H -1.24 0.06 4.59
C 0.02 0.89 -4.36
C 1.45 1.42 -3.90
O 2.12 1.63 -5.15
C 3.32 1.08 -5.43
O 3.89 0.32 -4.65
C 3.81 1.41 -6.85
F 2.87 1.65 -7.80
F 4.53 2.60 -6.77
F 4.66 0.34 -7.20
H -0.82 0.75 -3.56
H 0.11 -0.08 -4.63
H -0.37 1.63 -5.07
H 1.94 0.54 -3.24
H 1.36 2.31 -3.21
*
```

Löwdin atomic charges, in units of e:
1 C -0.056
2 C -0.224
3 O 0.015
4 C -0.302
5 O 0.141
6 C -0.434
7 F 0.179
8 F 0.130
9 F 0.097
10 H 0.154
11 H -0.001
12 H 0.058
13 H 0.108
14 H 0.126
15 C -0.060
16 C -0.252
17 O -0.038
18 C -0.344
19 O 0.210
20 C -0.432
21 F 0.076
22 F 0.167
23 F 0.173
24 H 0.074
25 H 0.040
26 H 0.152
27 H 0.121
28 H 0.128
29 C 0.014
30 C -0.167
31 O -0.066
32 C -0.337
33 O 0.255
34 C -0.458
35 F 0.086
36 F 0.136
37 F 0.233
38 H 0.005
39 H 0.028
40 H 0.094
41 H 0.117
42 H 0.056
43 C -0.059
44 C -0.161
45 O 0.051
46 C -0.346
47 O 0.098
48 C -0.461
49 F 0.103
50 F 0.160
51 F 0.143
52 H 0.160
53 H -0.012
54 H 0.076
55 H 0.149
56 H 0.096
57 C -0.006
58 C -0.298
59 O 0.016
60 C -0.229
61 O 0.135
62 C -0.296
63 F 0.058
64 F 0.051
65 F 0.129
66 H 0.008
67 H 0.093
68 H 0.112
69 H 0.092
70 H 0.128
71 C -0.094
72 C -0.231
73 O -0.026
74 C -0.329
75 O 0.143
76 C -0.566
77 F 0.235
78 F 0.126
79 F 0.178
80 H 0.148
81 H 0.063
82 H 0.072
83 H 0.145
84 H 0.128
85 C -0.046
86 C -0.171
87 O -0.008
88 C -0.335
89 O 0.126
90 C -0.402
91 F 0.151
92 F 0.115
93 F 0.103
94 H 0.100
95 H 0.008
96 H 0.088
97 H 0.156
98 H 0.128

(2)
This record from OMol25 describes a structure of composition C28H35F5N3O2PPtS in a non-equilibrium geometry. The level of theory is ωB97M-V with the def2-TZVPD basis set.

E_LUMO (alpha / beta) ... -0.0686 / -0.0687 Ha
Kohn-Sham gap (alpha / beta) ... 6.12 / 6.12 eV
Energy ... -75127.0833 eV

```
! wB97M-V def2-TZVPD RIJCOSX def2/J DEFGRID3
* xyz 0 1
Pt 2.80 -0.47 -0.72
F -0.15 -6.25 1.44
C 0.45 -5.35 0.66
C 1.11 -4.26 1.23
F 1.17 -4.13 2.56
C 1.72 -3.32 0.42
F 2.35 -2.31 1.05
C 1.70 -3.40 -0.98
S 2.42 -2.27 -2.08
C 1.04 -4.51 -1.52
F 0.99 -4.65 -2.85
C 0.42 -5.47 -0.73
F -0.20 -6.51 -1.28
O 0.38 -0.58 -0.27
P -0.58 0.56 -0.40
C -0.36 1.66 1.08
C -1.18 2.95 1.17
C -1.16 3.49 2.61
C 0.19 3.21 3.26
C 0.39 1.70 3.46
C -0.38 0.89 2.40
C -2.23 -0.18 -0.90
C -2.34 -1.63 -0.44
C -2.68 -1.73 1.04
C -3.98 -1.00 1.34
C -3.88 0.46 0.92
C -3.50 0.58 -0.55
C -0.01 1.63 -1.81
C 0.50 0.71 -2.93
C 0.66 1.49 -4.23
C -0.70 1.96 -4.75
C -1.70 2.23 -3.62
C -0.99 2.69 -2.35
H 0.70 1.93 0.92
H -2.22 2.79 0.88
H -0.75 3.69 0.50
H -1.94 3.02 3.20
H -1.36 4.56 2.60
H 0.25 3.72 4.23
H 0.98 3.62 2.63
H 0.05 1.40 4.45
H 1.46 1.46 3.39
H -1.41 0.73 2.74
H 0.09 -0.08 2.27
H -2.12 -0.20 -1.99
H -1.40 -2.15 -0.64
H -3.13 -2.11 -1.02
H -1.87 -1.28 1.62
H -2.76 -2.78 1.34
H -4.21 -1.06 2.41
H -4.80 -1.48 0.80
H -3.12 0.95 1.53
H -4.83 0.97 1.09
H -3.41 1.63 -0.83
H -4.31 0.16 -1.16
H 0.85 2.16 -1.38
H -0.18 -0.13 -3.09
H 1.47 0.29 -2.62
H 1.15 0.87 -4.98
H 1.31 2.35 -4.04
H -1.13 1.20 -5.42
H -0.56 2.87 -5.34
H -2.27 1.32 -3.41
H -2.43 2.98 -3.94
H -1.72 2.95 -1.59
H -0.44 3.60 -2.59
N 6.40 -1.91 1.29
C 5.38 -1.19 0.78
O 5.10 -1.25 -0.43
C 4.66 -0.32 1.70
C 4.90 -0.34 3.07
N 5.14 -0.42 4.19
C 3.72 0.48 1.09
N 3.00 1.23 0.52
H 6.58 -1.93 2.28
H 6.93 -2.49 0.67
*
```

Löwdin atomic charges, in units of e:
1 Pt 0.873
2 F 0.121
3 C -0.136
4 C -0.141
5 F 0.122
6 C -0.226
7 F 0.038
8 C -0.507
9 S 0.686
10 C -0.245
11 F 0.078
12 C -0.140
13 F 0.119
14 O -0.385
15 P 0.875
16 C -0.348
17 C -0.188
18 C -0.190
19 C -0.194
20 C -0.176
21 C -0.204
22 C -0.322
23 C -0.191
24 C -0.187
25 C -0.191
26 C -0.194
27 C -0.186
28 C -0.343
29 C -0.230
30 C -0.182
31 C -0.187
32 C -0.194
33 C -0.184
34 H 0.087
35 H 0.090
36 H 0.113
37 H 0.113
38 H 0.112
39 H 0.109
40 H 0.113
41 H 0.113
42 H 0.103
43 H 0.100
44 H 0.104
45 H 0.102
46 H 0.099
47 H 0.127
48 H 0.095
49 H 0.116
50 H 0.113
51 H 0.115
52 H 0.081
53 H 0.118
54 H 0.096
55 H 0.125
56 H 0.115
57 H 0.116
58 H 0.033
59 H 0.114
60 H 0.117
61 H 0.110
62 H 0.107
63 H 0.094
64 H 0.114
65 H 0.084
66 H 0.123
67 N 0.198
68 C -0.512
69 O -0.049
70 C -0.217
71 C -0.244
72 N 0.143
73 C -0.293
74 N 0.038
75 H 0.105
76 H 0.122

(3)
This record from OMol25 describes a structure of composition C28H35MnO2PSb in a non-equilibrium geometry. The level of theory is ωB97M-V with the def2-TZVPD basis set.

E_LUMO (alpha / beta) ... -0.0992 / -0.0954 Ha
Kohn-Sham gap (alpha / beta) ... 7.90 / 8.16 eV
Energy ... -80835.4846 eV
ΔE to the lowest compared entry with this formula, charge and spin ... 25.96 kcal per mole

```
! wB97M-V def2-TZVPD RIJCOSX def2/J DEFGRID3
* xyz 1 2
Mn -0.41 -0.57 -0.15
O -2.32 0.89 -0.72
C -1.64 0.82 0.29
C -1.99 1.38 1.62
C -2.57 2.61 1.86
C -2.91 2.95 3.17
C -2.71 2.05 4.20
C -2.16 0.80 3.95
C -1.78 0.47 2.66
P -1.08 -1.11 2.07
C -2.47 -1.78 1.08
C -3.78 -1.31 1.19
C -4.72 -1.65 0.24
C -4.39 -2.46 -0.84
C -3.11 -2.98 -0.94
C -2.15 -2.64 0.02
C -0.99 -2.15 3.56
C -0.09 -1.79 4.56
C 0.01 -2.56 5.71
C -0.77 -3.70 5.85
C -1.65 -4.07 4.85
C -1.77 -3.30 3.70
H -2.74 3.30 1.04
H -3.35 3.92 3.37
H -3.00 2.32 5.21
H -2.02 0.09 4.75
H -4.05 -0.66 2.01
H -5.74 -1.28 0.34
H -5.13 -2.71 -1.59
H -2.85 -3.65 -1.74
H -1.18 -3.13 0.00
H 0.53 -0.91 4.44
H 0.70 -2.27 6.49
H -0.69 -4.30 6.75
H -2.26 -4.96 4.96
H -2.46 -3.58 2.92
C 2.62 -5.17 -1.12
C 1.45 -4.24 -1.42
Sb 1.60 -2.23 -0.58
C 3.11 -1.30 -1.83
C 4.17 -2.24 -2.39
C 2.86 -2.65 1.12
C 2.19 -3.54 2.16
H 2.46 -6.13 -1.60
H 2.74 -5.35 -0.05
H 3.56 -4.77 -1.50
H 0.52 -4.67 -1.04
H 1.32 -4.10 -2.50
H 3.56 -0.54 -1.18
H 2.58 -0.79 -2.63
H 4.72 -2.74 -1.59
H 4.90 -1.68 -2.98
H 3.73 -2.99 -3.04
H 3.13 -1.68 1.55
H 3.77 -3.11 0.73
H 1.28 -3.09 2.54
H 2.86 -3.72 3.00
H 1.92 -4.51 1.74
C -0.48 0.89 -3.41
O 0.01 0.22 -2.22
C 0.46 0.85 -1.15
C 0.73 2.30 -1.28
H 0.33 1.46 -3.87
H -1.32 1.53 -3.16
H -0.79 0.10 -4.09
H 1.37 2.50 -2.14
H 1.20 2.69 -0.38
H -0.22 2.82 -1.45
*
```

natural (NBO) atomic charges, in units of e:
1 Mn 0.358
2 O -0.602
3 C 0.350
4 C -0.088
5 C -0.196
6 C -0.179
7 C -0.185
8 C -0.200
9 C -0.328
10 P 0.953
11 C -0.361
12 C -0.144
13 C -0.189
14 C -0.183
15 C -0.183
16 C -0.276
17 C -0.383
18 C -0.146
19 C -0.220
20 C -0.183
21 C -0.197
22 C -0.189
23 H 0.229
24 H 0.228
25 H 0.229
26 H 0.231
27 H 0.224
28 H 0.230
29 H 0.230
30 H 0.225
31 H 0.227
32 H 0.213
33 H 0.227
34 H 0.228
35 H 0.228
36 H 0.227
37 C -0.625
38 C -0.709
39 Sb 1.076
40 C -0.709
41 C -0.621
42 C -0.710
43 C -0.627
44 H 0.225
45 H 0.208
46 H 0.213
47 H 0.220
48 H 0.227
49 H 0.225
50 H 0.215
51 H 0.208
52 H 0.223
53 H 0.207
54 H 0.227
55 H 0.226
56 H 0.212
57 H 0.224
58 H 0.205
59 C -0.271
60 O -0.521
61 C 0.414
62 C -0.773
63 H 0.199
64 H 0.219
65 H 0.219
66 H 0.248
67 H 0.255
68 H 0.265

Which of these has the lowest energy?
C28H35F21O14